# C5H18O11PPd

A structure of composition C5H18O11PPd at a distorted geometry (ωB97M-V with the def2-TZVPD basis set, the Open Molecules 2025 dataset).

XYZ file:
```
36
Properties=species:S:1:pos:R:3:mulliken_charge:R:1
Pd 4.456 -17.809 14.676 0.181
O 1.619 -17.874 12.442 -1.097
H 1.821 -17.715 11.500 0.109
O 7.151 -17.857 17.436 -1.105
H 8.004 -17.388 17.528 0.089
P 7.009 -21.576 13.299 0.876
O 8.116 -21.899 14.324 -0.551
O 5.924 -21.447 14.384 -0.253
O 6.321 -22.787 12.611 -0.635
O 6.872 -20.133 12.776 -0.480
C 8.109 -14.284 10.918 -0.230
C 6.672 -14.413 11.352 -0.636
O 6.577 -14.600 12.759 -0.463
O 8.761 -15.563 10.797 -0.529
H 8.764 -13.708 11.572 0.266
H 8.191 -13.851 9.921 0.208
H 6.230 -15.178 10.713 0.404
H 6.119 -13.500 11.131 0.288
H 7.174 -13.933 13.106 0.290
H 8.204 -16.256 11.159 0.354
C 0.978 -16.571 17.964 -0.490
C 1.294 -17.982 18.481 -0.398
O 1.613 -18.800 17.346 -0.484
O 2.094 -16.023 17.307 -0.465
H 0.659 -15.845 18.713 0.353
H 0.179 -16.574 17.223 0.285
H 0.491 -18.397 19.089 0.316
H 2.206 -17.987 19.078 0.308
H 1.543 -19.725 17.596 0.261
H 2.008 -15.073 17.414 0.261
C -1.696 -13.892 11.893 -0.580
O -0.223 -13.940 11.908 -0.507
H -2.147 -14.484 11.097 0.250
H -2.211 -14.288 12.768 0.246
H -2.039 -12.861 11.803 0.226
H 0.036 -14.823 12.182 0.333
```

Its energy above the lowest of the compared OMol25 structures with the same formula, charge and spin is 120.7 kcal per mole. As for the multiplicity: 3. The total charge is -3. The HOMO-LUMO gap (spin up / spin down) is 3.24 / 3.23 eV.

---

# C18H45F2N4O10S2Sn

A structure of composition C18H45F2N4O10S2Sn at a distorted geometry (ωB97M-V with the def2-TZVPD basis set, the Open Molecules 2025 dataset).

XYZ file:
```
82
Properties=species:S:1:pos:R:3:mulliken_charge:R:1
Sn -0.130 0.244 -0.769 0.969
N 1.378 2.678 -0.995 -0.043
S 1.200 4.179 -1.180 1.002
O 1.096 4.596 -2.565 -0.667
O 1.612 5.146 -0.169 -0.649
F -0.397 4.081 -0.799 -0.279
S 3.097 2.750 -1.123 0.876
O 3.798 3.446 -0.002 -0.592
O 3.714 2.812 -2.452 -0.621
F 3.303 1.196 -0.767 -0.202
C 0.946 2.016 2.329 -1.027
O 0.521 0.651 2.127 0.159
C 1.052 -0.287 3.090 -0.883
C 0.596 -1.641 2.549 -0.663
N 1.074 -1.938 1.164 0.797
C 2.532 -2.331 1.115 -0.819
C 2.711 -3.901 1.196 -0.770
O 2.217 -4.434 -0.057 -0.191
C 2.658 -5.779 -0.394 -0.926
H 0.695 2.416 3.311 0.378
H 0.654 2.615 1.466 0.109
H 2.033 1.971 2.260 0.377
H 0.698 -0.127 4.108 0.443
H 2.138 -0.341 3.158 0.336
H -0.488 -1.537 2.586 0.195
H 0.830 -2.460 3.230 0.423
H 0.449 -2.660 0.836 -0.393
H 2.985 -1.988 2.046 0.656
H 2.925 -1.778 0.263 -0.126
H 2.115 -4.245 2.041 0.281
H 3.762 -4.180 1.267 0.583
H 3.745 -5.793 -0.321 0.338
H 2.333 -5.970 -1.417 0.275
H 2.270 -6.508 0.317 0.304
C -1.761 -3.266 0.324 -1.049
O -0.949 -2.600 -0.612 -0.025
C -0.519 -3.558 -1.592 -0.477
C 0.467 -2.898 -2.617 -0.820
N 1.514 -2.186 -1.868 0.987
C 2.665 -1.781 -2.655 -0.827
C 2.321 -0.880 -3.823 -0.993
O 1.500 0.124 -3.334 0.190
C 1.262 1.187 -4.221 -0.616
H -1.119 -3.947 0.883 0.410
H -2.542 -3.864 -0.144 0.381
H -2.155 -2.511 1.005 0.025
H -1.372 -3.929 -2.160 0.476
H -0.040 -4.400 -1.093 0.292
H -0.071 -2.244 -3.302 0.313
H 0.915 -3.729 -3.164 0.331
H 1.768 -2.807 -1.114 -0.593
H 3.259 -2.620 -3.016 0.367
H 3.305 -1.193 -1.998 0.306
H 1.788 -1.453 -4.582 0.419
H 3.228 -0.398 -4.190 0.494
H 2.111 1.812 -4.496 0.328
H 0.437 1.803 -3.862 -0.266
H 0.901 0.787 -5.169 0.410
C -2.331 2.959 -2.710 -0.676
O -2.273 2.214 -1.476 0.210
C -3.305 2.554 -0.601 -0.609
C -3.647 1.363 0.297 -1.052
N -2.593 0.961 1.249 0.256
C -2.366 2.022 2.230 -0.738
C -3.505 2.467 3.155 -0.563
O -2.994 3.541 3.933 -0.306
C -3.953 4.031 4.905 -0.777
H -1.429 2.705 -3.267 -0.116
H -2.316 4.021 -2.466 0.378
H -3.218 2.605 -3.234 0.378
H -4.192 2.721 -1.212 0.475
H -3.192 3.530 -0.131 0.433
H -3.953 0.547 -0.357 0.331
H -4.564 1.637 0.819 0.450
H -3.027 0.252 1.823 0.248
H -1.958 2.925 1.775 0.055
H -1.602 1.654 2.914 0.350
H -3.656 1.552 3.728 0.327
H -4.411 2.775 2.633 0.365
H -4.297 3.334 5.669 0.291
H -4.811 4.393 4.338 0.321
H -3.440 4.890 5.337 0.258
```

As for the multiplicity: 2. The HOMO-LUMO gap (spin up / spin down) is 5.44 / 9.29 eV.

---

# C27H43AlN6OPSi

A structure of composition C27H43AlN6OPSi (ωB97M-V with the def2-TZVPD basis set, the Open Molecules 2025 dataset).

XYZ file:
```
80
Properties=species:S:1:pos:R:3:mulliken_charge:R:1
C -2.278 -1.791 0.804 -0.676
N -1.145 -1.100 0.193 -0.190
C -0.729 -1.671 -1.109 -0.379
Al 0.963 -0.748 -1.710 0.001
C 0.681 1.232 -1.442 -0.024
C 1.948 2.071 -1.302 -0.662
O 2.251 2.379 0.071 -0.398
Si 1.355 3.478 0.898 0.633
C 0.282 2.551 2.135 -0.992
C 0.226 4.485 -0.199 -1.084
C 2.468 4.663 1.833 -1.163
P 2.733 -1.519 -0.286 0.080
N 2.849 -3.126 -0.153 -0.558
H -1.956 -2.520 1.548 0.306
H -2.887 -2.277 0.032 -0.005
H -2.920 -1.076 1.319 0.350
H -1.482 -0.164 0.000 0.086
H -0.629 -2.751 -0.994 0.159
H -1.506 -1.475 -1.864 0.235
H 1.275 -1.130 -3.252 -0.396
H 0.100 1.611 -2.287 0.470
H 0.054 1.357 -0.558 -0.310
H 1.896 2.993 -1.891 0.186
H 2.823 1.535 -1.675 0.430
H -0.755 2.883 2.068 0.278
H 0.293 1.495 1.866 0.227
H 0.627 2.652 3.161 0.374
H -0.369 3.849 -0.852 0.345
H -0.468 4.993 0.474 0.442
H 0.744 5.247 -0.778 0.230
H 3.457 4.772 1.396 0.289
H 1.987 5.643 1.842 0.273
H 2.573 4.349 2.870 0.330
H 3.975 -0.995 -0.727 -0.024
H 2.684 -0.918 0.993 0.018
H 2.102 -3.563 -0.684 0.122
N 6.441 -7.328 0.995 -0.595
C 6.024 -6.171 0.481 -0.313
C 4.829 -5.551 0.820 -0.103
C 4.015 -6.173 1.750 -0.387
C 4.429 -7.380 2.295 -0.388
C 5.644 -7.911 1.887 -0.163
H 6.689 -5.715 -0.246 0.365
H 4.523 -4.608 0.373 0.421
H 3.073 -5.725 2.038 0.482
H 3.823 -7.902 3.024 0.349
H 5.999 -8.853 2.296 0.328
N 1.695 8.224 -1.694 -0.493
C 0.739 8.525 -0.821 -0.063
C -0.368 9.301 -1.132 -0.465
C -0.488 9.792 -2.422 -0.188
C 0.501 9.485 -3.342 -0.363
C 1.567 8.700 -2.929 -0.185
H 0.867 8.118 0.176 0.359
H -1.118 9.508 -0.381 0.350
H -1.338 10.399 -2.706 0.362
H 0.449 9.843 -4.361 0.344
H 2.359 8.435 -3.621 0.349
N -4.255 0.223 -0.863 -0.168
C -4.658 1.364 -0.313 -0.097
C -5.993 1.709 -0.155 -0.641
C -6.960 0.820 -0.595 -0.131
C -6.552 -0.371 -1.172 -0.684
C -5.191 -0.621 -1.281 -0.044
H -3.870 2.033 0.018 0.359
H -6.262 2.651 0.304 0.352
H -8.012 1.052 -0.490 0.360
H -7.270 -1.096 -1.531 0.350
H -4.829 -1.543 -1.723 0.350
N -0.421 -6.264 2.029 -0.451
C -0.855 -5.305 1.213 -0.307
C -2.048 -5.397 0.506 -0.077
C -2.815 -6.541 0.646 -0.551
C -2.367 -7.547 1.487 -0.241
C -1.168 -7.356 2.154 -0.354
H -0.219 -4.430 1.123 0.625
H -2.367 -4.586 -0.133 0.291
H -3.749 -6.646 0.108 0.371
H -2.933 -8.459 1.626 0.356
H -0.784 -8.118 2.825 0.328
```

As for the multiplicity: 1. The total charge is -1. The HOMO-LUMO gap is 6.79 eV.

---

# C30H48ClN4O6PS3TeV

A structure of composition C30H48ClN4O6PS3TeV at a distorted geometry (ωB97M-V with the def2-TZVPD basis set, the Open Molecules 2025 dataset).

XYZ file:
```
95
Properties=species:S:1:pos:R:3:mulliken_charge:R:1
V -1.301 0.837 2.024 0.482
C -0.819 -0.997 5.164 -0.616
C 0.321 -0.091 4.889 -0.909
S 1.064 -0.262 3.207 0.292
C 1.984 -1.791 3.178 -1.005
C 1.215 -3.095 3.075 -0.893
S -0.304 -2.941 1.986 0.136
C -1.688 -3.475 3.051 -1.051
C -2.750 -2.431 3.412 -0.439
S -2.201 -0.748 4.033 -0.032
H -1.268 -0.734 6.146 0.434
H -0.479 -2.024 5.209 0.344
H 1.185 -0.279 5.564 0.572
H 0.104 0.967 4.943 0.222
H 2.701 -1.913 4.007 0.459
H 2.699 -1.725 2.367 0.387
H 0.948 -3.355 4.089 0.381
H 1.785 -3.867 2.581 0.541
H -1.365 -3.956 3.991 0.348
H -2.131 -4.242 2.439 0.512
H -3.472 -2.790 4.170 0.572
H -3.301 -2.066 2.483 0.190
O -4.047 0.047 1.617 -0.587
C -4.035 1.264 1.367 0.186
C -5.250 1.997 0.812 -0.407
C -4.694 3.430 0.534 -0.531
C -3.159 3.169 0.646 0.125
O -2.315 3.705 -0.039 -0.582
N -2.942 2.034 1.504 0.251
H -6.099 2.027 1.517 0.269
H -5.516 1.635 -0.192 0.244
H -5.028 4.236 1.213 0.292
H -4.890 3.672 -0.519 0.268
C -0.631 -1.570 -6.873 -1.655
C -1.556 -1.448 -5.652 1.287
C -2.456 -0.189 -5.754 -1.801
C -2.532 -2.639 -5.688 -1.634
C -0.763 -1.404 -4.254 1.934
O -0.086 -0.159 -4.326 -0.666
C 0.156 -2.620 -4.223 -1.213
C 1.220 -2.750 -3.128 -1.287
C 2.571 -2.074 -3.224 0.438
C 3.538 -2.263 -2.229 -0.433
C 4.764 -1.602 -2.277 -0.730
C 5.115 -0.830 -3.400 0.313
Cl 6.692 -0.146 -3.588 -0.226
C 4.175 -0.655 -4.418 -0.898
C 2.936 -1.224 -4.331 0.151
C -1.733 -1.466 -3.078 -1.927
N -1.266 -0.816 -1.779 0.565
C -1.757 -0.849 -0.528 -0.701
N -0.978 -0.108 0.261 0.783
C 0.041 0.352 -0.511 -1.192
N -0.090 0.007 -1.762 -0.695
H -1.186 -1.252 -7.804 0.411
H -0.285 -2.611 -7.051 0.339
H 0.273 -0.979 -6.739 0.266
H -2.919 -0.187 -6.747 0.517
H -1.881 0.747 -5.681 0.292
H -3.260 -0.325 -5.015 0.473
H -3.070 -2.768 -6.643 0.420
H -3.279 -2.628 -4.869 0.257
H -1.889 -3.543 -5.614 0.377
H 0.248 0.100 -3.365 0.728
H 0.651 -2.754 -5.200 0.280
H -0.483 -3.519 -4.057 0.603
H 1.443 -3.830 -3.082 0.678
H 0.848 -2.585 -2.111 0.121
H 3.295 -3.010 -1.431 0.385
H 5.456 -1.657 -1.440 0.399
H 4.467 -0.080 -5.288 0.393
H 2.259 -1.040 -5.137 0.412
H -2.045 -2.513 -2.870 0.427
H -2.612 -0.913 -3.388 0.700
H -2.656 -1.403 -0.216 0.529
H 0.815 1.014 -0.131 0.829
C 4.321 4.221 2.215 -1.009
C 2.996 4.883 1.951 -0.235
O 1.946 3.851 2.007 -0.223
P 0.745 3.560 2.979 -0.389
O -0.006 2.430 2.309 -0.004
Te -0.674 5.375 3.704 -0.427
O 1.503 3.032 4.304 0.071
C 1.473 3.767 5.593 -0.453
C 2.157 2.938 6.679 -1.147
H 5.076 4.571 1.473 0.314
H 4.321 3.116 2.125 0.223
H 4.721 4.391 3.222 0.314
H 2.874 5.339 0.946 0.327
H 2.747 5.697 2.681 0.279
H 0.405 3.891 5.834 0.370
H 1.976 4.734 5.402 0.410
H 1.432 2.237 7.098 0.259
H 2.537 3.603 7.426 0.393
H 2.948 2.310 6.223 0.226
```

Its energy above the lowest of the compared OMol25 structures with the same formula, charge and spin is 36.9 kcal per mole. As for the multiplicity: 4. The HOMO-LUMO gap (spin up / spin down) is 6.20 / 6.21 eV.

---

Which of these has the highest multiplicity?
C30H48ClN4O6PS3TeV